Entry from the Open Molecules 2025 dataset: a structure of composition C41H43F3N2O3RhS3 (ωB97M-V/def2-TZVPD).

Geometry as XYZ:
```
96
C41H43F3N2O3RhS3 (ωB97M-V/def2-TZVPD)
Rh 1.967 1.067 -0.459
C -3.030 0.285 -2.093
C -2.693 1.777 -1.998
C -1.287 2.056 -2.538
C -2.944 2.343 -0.610
C -4.028 3.192 -0.422
C -4.305 3.757 0.815
C -3.455 3.496 1.877
C -2.360 2.650 1.742
C -1.427 2.437 2.919
C -2.099 1.668 4.060
C -0.880 3.767 3.443
C -2.135 2.027 0.500
N -1.074 1.143 0.329
C -1.116 -0.055 0.804
C -0.052 -1.033 0.649
N 1.111 -0.807 0.026
C 1.778 -1.946 -0.493
C 1.226 -2.639 -1.588
C 1.887 -3.766 -2.060
C 3.080 -4.196 -1.499
C 3.627 -3.487 -0.443
C 2.987 -2.369 0.079
C 3.573 -1.659 1.283
C 4.905 -0.993 0.944
C 3.710 -2.604 2.479
C -0.054 -2.194 -2.277
C -1.201 -3.183 -2.040
C 0.140 -1.991 -3.780
C -0.508 -2.286 1.253
C 0.036 -3.539 1.457
C -0.748 -4.537 2.088
C -2.040 -4.333 2.502
C -2.632 -3.053 2.311
C -3.956 -2.666 2.645
C -4.394 -1.397 2.367
C -3.557 -0.418 1.768
C -2.266 -0.761 1.462
C -1.839 -2.079 1.718
H -2.921 -0.059 -3.126
H -4.055 0.087 -1.767
H -2.358 -0.309 -1.475
H -3.396 2.306 -2.653
H -0.528 1.474 -2.018
H -1.022 3.108 -2.420
H -1.240 1.803 -3.601
H -4.662 3.421 -1.274
H -5.153 4.421 0.939
H -3.640 3.968 2.837
H -0.574 1.856 2.568
H -2.996 2.193 4.405
H -1.413 1.583 4.908
H -2.391 0.662 3.757
H -1.672 4.369 3.899
H -0.418 4.341 2.641
H -0.116 3.580 4.202
H 1.469 -4.308 -2.901
H 3.586 -5.069 -1.894
H 4.564 -3.814 -0.005
H 2.878 -0.872 1.566
H 5.643 -1.728 0.609
H 5.304 -0.476 1.821
H 4.767 -0.258 0.150
H 4.413 -3.416 2.271
H 2.747 -3.048 2.740
H 4.079 -2.055 3.350
H -0.342 -1.232 -1.854
H -0.975 -4.148 -2.505
H -2.123 -2.803 -2.491
H -1.386 -3.356 -0.980
H 0.338 -2.943 -4.284
H 0.953 -1.302 -3.996
H -0.775 -1.575 -4.212
H 1.032 -3.790 1.120
H -0.301 -5.515 2.231
H -2.609 -5.134 2.962
H -4.623 -3.384 3.111
H -5.412 -1.121 2.618
H -3.946 0.574 1.580
F 4.650 -1.324 -3.056
C 4.438 -0.008 -3.295
F 5.185 0.310 -4.369
F 4.958 0.664 -2.255
C 2.912 0.262 -3.506
O 2.544 0.394 -4.664
O 2.246 0.218 -2.440
C 1.575 6.549 -1.972
O 2.252 5.305 -2.026
C 1.919 4.345 -1.125
S 0.755 4.599 0.022
S 2.958 2.994 -1.343
H 2.013 7.145 -2.773
H 1.716 7.034 -1.005
H 0.504 6.417 -2.131
S 2.529 1.847 2.697
C 2.176 1.542 1.188
```

Gap between HOMO and LUMO (spin up / spin down)   5.241 / 6.400 eV
LUMO level (spin up / spin down)   4.31 / 4.31 eV
Charge   -2
2S+1   2
Relative energy (zero: lowest compared OMol25 entry of this formula, charge and spin)   45.11 kJ/mol
Calculated total energy   -3528.24215 hartree

Entry from the Open Molecules 2025 dataset: a structure of composition C41H43FN4O3S2SiW (ωB97M-V/def2-TZVPD).

Geometry as XYZ:
```
96
C41H43FN4O3S2SiW (ωB97M-V/def2-TZVPD)
W 0.020 0.889 0.024
C -3.034 -3.622 5.371
C -1.701 -4.143 4.865
C -0.755 -4.469 6.005
C 0.552 -5.025 5.477
C 1.170 -4.061 4.509
C 2.528 -4.020 4.317
C 3.096 -3.112 3.418
F 4.423 -3.119 3.275
C 2.342 -2.230 2.705
C 0.948 -2.253 2.879
C 0.115 -1.347 2.138
O 0.681 -0.498 1.333
C -1.261 -1.416 2.307
C -1.772 -2.328 3.223
N -1.029 -3.157 3.936
C 0.360 -3.161 3.778
C -2.256 -0.595 1.542
O -3.437 -0.696 1.790
O -1.794 0.225 0.627
H -3.381 -4.295 6.153
H -3.810 -3.600 4.610
H -2.931 -2.629 5.807
H -1.858 -5.043 4.261
H -1.248 -5.195 6.651
H -0.582 -3.569 6.602
H 0.370 -5.979 4.972
H 1.251 -5.227 6.287
H 3.179 -4.687 4.866
H 2.799 -1.527 2.026
H -2.842 -2.368 3.351
C -1.090 2.423 -0.867
Si -0.655 2.046 -2.695
C -0.603 0.145 -2.834
N -0.198 -0.641 -1.604
C -1.267 -1.669 -1.346
C -1.336 -2.740 -2.424
C 0.029 -3.410 -2.657
C 1.053 -2.862 -1.673
C 1.128 -1.346 -1.771
C 0.957 2.825 -3.208
C 1.631 3.763 -2.425
C 2.796 4.370 -2.877
C 3.299 4.053 -4.131
C 2.631 3.140 -4.937
C 1.470 2.536 -4.478
C -2.023 2.622 -3.806
C -3.284 2.018 -3.749
C -4.322 2.458 -4.553
C -4.113 3.518 -5.425
C -2.874 4.136 -5.487
C -1.834 3.692 -4.682
H -2.175 2.274 -0.851
H -0.873 3.478 -0.676
H -0.011 -0.174 -3.695
H -1.633 -0.132 -3.060
H -2.212 -1.136 -1.254
H -1.057 -2.118 -0.373
H -1.724 -2.318 -3.350
H -2.081 -3.466 -2.097
H 0.378 -3.210 -3.672
H -0.045 -4.492 -2.566
H 2.050 -3.248 -1.889
H 0.823 -3.169 -0.649
H 1.523 -1.070 -2.751
H 1.821 -0.967 -1.011
H 1.246 4.033 -1.447
H 3.300 5.104 -2.262
H 4.198 4.533 -4.490
H 3.009 2.910 -5.923
H 0.949 1.847 -5.133
H -3.474 1.202 -3.061
H -5.290 1.981 -4.500
H -4.920 3.864 -6.056
H -2.715 4.963 -6.165
H -0.872 4.183 -4.748
C 3.412 0.816 -2.098
C 3.245 1.563 -0.821
N 2.163 1.684 -0.063
C 2.443 2.485 1.047
C 3.715 2.947 1.112
S 4.604 2.378 -0.218
C 1.367 2.821 1.971
C 1.398 3.703 3.002
S -0.157 3.844 3.681
C -0.787 2.730 2.565
N 0.129 2.262 1.739
C -2.237 2.392 2.579
H 2.515 0.888 -2.709
H 3.652 -0.230 -1.909
H 4.235 1.249 -2.664
H 4.151 3.579 1.863
H 2.228 4.283 3.363
H -2.790 3.148 3.134
H -2.412 1.431 3.065
H -2.628 2.331 1.564
```

Gap between HOMO and LUMO (spin up / spin down)   6.929 / 7.515 eV
LUMO level (spin up / spin down)   -6.15 / -5.76 eV
Charge   +2
2S+1   3
Relative energy (zero: lowest compared OMol25 entry of this formula, charge and spin)   0.00 kJ/mol
Calculated total energy   -3285.39670 hartree

Entry from the Open Molecules 2025 dataset: a structure of composition C41H43N3O3P2S3W (ωB97M-V/def2-TZVPD).

Geometry as XYZ:
```
96
C41H43N3O3P2S3W (ωB97M-V/def2-TZVPD)
W -0.126 -0.433 -0.091
S 1.814 0.185 -1.326
P 1.030 2.128 -1.480
C -0.448 1.605 -0.587
P -1.091 1.745 1.054
S -1.594 0.590 -1.511
C -0.092 2.517 2.299
C 0.720 1.728 3.116
C 1.490 2.326 4.099
C 1.440 3.704 4.270
C 0.621 4.492 3.465
C -0.154 3.904 2.482
C -2.727 2.453 1.064
C -3.352 2.969 -0.074
C -4.599 3.561 0.046
C -5.220 3.639 1.287
C -4.595 3.134 2.422
C -3.351 2.537 2.315
C 2.068 3.290 -0.659
C 2.669 2.966 0.567
C 3.519 3.878 1.159
C 3.778 5.098 0.538
C 3.198 5.410 -0.683
C 2.346 4.505 -1.297
C 0.616 2.578 -3.137
C -0.287 3.632 -3.323
C -0.592 4.034 -4.612
C -0.002 3.393 -5.698
C 0.892 2.348 -5.507
C 1.206 1.930 -4.222
H 0.746 0.651 2.987
H 2.115 1.723 4.745
H 2.030 4.169 5.049
H 0.579 5.562 3.616
H -0.808 4.511 1.868
H -2.868 2.954 -1.041
H -5.081 3.978 -0.827
H -6.190 4.111 1.373
H -5.073 3.216 3.388
H -2.855 2.168 3.207
H 2.499 2.006 1.037
H 3.999 3.635 2.097
H 4.455 5.803 1.003
H 3.420 6.350 -1.169
H 1.916 4.742 -2.260
H -0.734 4.144 -2.477
H -1.280 4.853 -4.773
H -0.238 3.720 -6.702
H 1.358 1.869 -6.358
H 1.924 1.131 -4.075
N 2.585 -0.741 1.599
N 1.491 -1.537 1.101
H 3.215 -0.557 0.824
H 3.102 -1.289 2.283
H 0.991 -1.893 1.913
H 1.817 -2.363 0.582
C -2.331 -1.958 3.696
S -2.461 -1.055 2.172
C -3.739 -1.974 1.347
O -1.150 -1.474 1.406
H -3.236 -1.744 4.268
H -1.469 -1.571 4.237
H -2.240 -3.025 3.499
H -4.668 -1.789 1.890
H -3.491 -3.033 1.352
H -3.831 -1.580 0.336
C 0.908 -6.590 2.963
O 0.457 -5.815 1.826
C 1.380 -5.184 1.078
C 2.700 -4.950 1.454
C 3.568 -4.331 0.565
C 3.140 -3.940 -0.703
C 1.827 -4.167 -1.086
C 0.945 -4.760 -0.190
N -0.380 -5.166 -0.520
C -1.205 -4.843 -1.462
C -1.107 -3.821 -2.484
C -1.518 -4.229 -3.757
C -1.338 -3.408 -4.860
C -0.767 -2.161 -4.687
C -0.417 -1.701 -3.417
C -0.611 -2.510 -2.308
O -0.353 -2.080 -1.041
H 1.688 -7.284 2.657
H 0.038 -7.137 3.308
H 1.267 -5.929 3.751
H 3.061 -5.290 2.415
H 4.602 -4.188 0.851
H 3.841 -3.517 -1.410
H 1.514 -3.931 -2.093
H -0.683 -5.924 0.093
H -2.064 -5.505 -1.529
H -1.942 -5.217 -3.888
H -1.634 -3.749 -5.843
H -0.605 -1.518 -5.543
H 0.006 -0.715 -3.311
```

Gap between HOMO and LUMO   6.056 eV
LUMO level   -12.29 eV
Charge   +4
Relative energy (zero: lowest compared OMol25 entry of this formula, charge and spin)   54.11 kJ/mol
Calculated total energy   -3921.18013 hartree

Entry from the Open Molecules 2025 dataset: a structure of composition C41H44GeN3P2STi (ωB97M-V/def2-TZVPD).

Geometry as XYZ:
```
93
C41H44GeN3P2STi (ωB97M-V/def2-TZVPD)
Ti -0.051 1.276 1.182
C 2.123 -1.062 -0.837
N 1.064 -1.495 -1.719
C -0.275 -0.959 -1.568
P -0.845 -0.890 0.210
C -2.643 -1.110 -0.035
C -3.300 -0.443 -1.067
C -4.668 -0.592 -1.241
C -5.399 -1.393 -0.376
C -4.755 -2.053 0.660
C -3.384 -1.918 0.825
C -0.377 -2.583 0.748
C 0.186 -2.721 2.014
C 0.591 -3.967 2.480
C 0.445 -5.082 1.671
C -0.109 -4.954 0.402
C -0.520 -3.714 -0.055
C 1.345 -2.404 -2.734
C 2.410 -3.306 -2.610
C 2.698 -4.203 -3.625
C 1.931 -4.243 -4.780
C 0.870 -3.358 -4.906
C 0.580 -2.444 -3.907
P 1.987 0.721 -0.390
C 2.092 1.560 -1.993
C 1.670 2.887 -2.056
C 1.753 3.592 -3.249
C 2.241 2.971 -4.389
C 2.658 1.648 -4.334
C 2.589 0.944 -3.141
C 3.637 0.966 0.348
C 4.475 2.004 -0.050
C 5.694 2.200 0.585
C 6.090 1.364 1.617
C 5.257 0.331 2.023
C 4.035 0.140 1.400
H 3.093 -1.227 -1.307
H 2.138 -1.619 0.111
H -0.963 -1.616 -2.098
H -0.384 0.052 -1.976
H -2.747 0.219 -1.722
H -5.167 -0.069 -2.048
H -6.468 -1.501 -0.509
H -5.316 -2.684 1.338
H -2.886 -2.461 1.620
H 0.319 -1.842 2.638
H 1.025 -4.062 3.468
H 0.765 -6.054 2.026
H -0.217 -5.825 -0.232
H -0.956 -3.628 -1.044
H 2.997 -3.326 -1.701
H 3.524 -4.892 -3.501
H 2.156 -4.950 -5.567
H 0.266 -3.364 -5.805
H -0.226 -1.737 -4.054
H 1.274 3.367 -1.168
H 1.428 4.624 -3.286
H 2.295 3.517 -5.322
H 3.039 1.159 -5.222
H 2.923 -0.085 -3.122
H 4.184 2.664 -0.856
H 6.334 3.014 0.270
H 7.040 1.522 2.110
H 5.552 -0.319 2.837
H 3.383 -0.651 1.753
C -4.195 1.837 1.383
Ge -2.866 2.907 0.395
C -2.368 4.442 1.519
C -3.725 3.591 -1.242
C -1.252 1.937 -0.066
H -4.545 2.368 2.270
H -3.758 0.888 1.691
H -5.056 1.612 0.753
H -3.209 5.116 1.688
H -1.557 4.998 1.047
H -2.007 4.091 2.488
H -4.586 4.219 -1.005
H -4.061 2.759 -1.864
H -3.017 4.184 -1.823
H -0.897 2.372 -1.013
C -2.383 -0.061 3.891
C -1.354 0.936 4.319
C -1.260 1.375 5.631
C -0.278 2.313 5.910
N 0.562 2.794 5.006
C 0.423 2.333 3.758
S 1.442 2.860 2.481
N -0.517 1.419 3.395
H -2.444 -0.882 4.605
H -2.140 -0.451 2.904
H -3.365 0.410 3.835
H -1.929 0.999 6.391
H -0.159 2.699 6.918
```

Gap between HOMO and LUMO (spin up / spin down)   7.117 / 7.248 eV
LUMO level (spin up / spin down)   0.38 / 0.41 eV
2S+1   2
Relative energy (zero: lowest compared OMol25 entry of this formula, charge and spin)   0.00 kJ/mol
Calculated total energy   -5760.30126 hartree

Entry from the Open Molecules 2025 dataset: a structure of composition C41H44IrN3O3P2Si (ωB97M-V/def2-TZVPD).

Geometry as XYZ:
```
95
C41H44IrN3O3P2Si (ωB97M-V/def2-TZVPD)
Ir -0.294 -0.059 0.177
N 1.740 1.757 -0.793
P 1.944 0.127 -0.319
C 2.775 -0.764 -1.619
C 2.054 -1.063 -2.779
C 2.706 -1.597 -3.876
C 4.070 -1.853 -3.816
C 4.789 -1.564 -2.664
C 4.149 -1.011 -1.567
C 3.002 0.114 1.142
C 3.340 1.281 1.823
C 4.134 1.213 2.961
C 4.576 -0.018 3.432
C 4.230 -1.187 2.761
C 3.453 -1.121 1.617
P 0.066 1.835 -0.981
C -0.426 3.485 -0.568
C -1.367 4.149 -1.361
C -1.741 5.443 -1.038
C -1.180 6.071 0.066
C -0.238 5.415 0.852
C 0.137 4.121 0.542
C -0.452 1.467 -2.653
C -1.664 0.802 -2.860
C -2.073 0.504 -4.151
C -1.276 0.869 -5.230
C -0.073 1.535 -5.024
C 0.343 1.836 -3.738
H 2.431 2.373 -1.205
H 0.990 -0.857 -2.833
H 2.151 -1.817 -4.779
H 4.579 -2.271 -4.675
H 5.853 -1.753 -2.625
H 4.724 -0.761 -0.686
H 2.998 2.242 1.461
H 4.432 2.125 3.464
H 5.216 -0.067 4.304
H 4.595 -2.143 3.113
H 3.212 -2.032 1.080
H -1.791 3.670 -2.235
H -2.459 5.966 -1.655
H -1.468 7.085 0.310
H 0.204 5.921 1.700
H 0.866 3.604 1.155
H -2.291 0.523 -2.019
H -3.014 -0.003 -4.319
H -1.597 0.640 -6.237
H 0.538 1.824 -5.869
H 1.285 2.349 -3.589
C -2.551 2.515 1.874
Si -3.423 0.902 1.611
C -5.017 1.247 0.698
C -3.606 0.041 3.259
N -2.386 -0.286 0.624
C -2.908 -1.482 0.327
C -4.266 -1.870 0.564
C -4.709 -3.127 0.261
C -3.832 -4.070 -0.292
C -2.499 -3.749 -0.547
C -2.070 -2.484 -0.248
O -0.760 -2.073 -0.456
C 0.217 -3.081 -0.750
C 0.326 -3.555 -2.039
C 1.298 -4.516 -2.289
C 2.118 -4.966 -1.261
C 1.968 -4.471 0.027
C 0.998 -3.514 0.300
H -3.182 3.067 2.580
H -2.506 3.114 0.967
H -1.552 2.451 2.298
H -5.211 2.321 0.732
H -5.884 0.753 1.141
H -4.975 0.958 -0.354
H -4.137 0.696 3.954
H -2.622 -0.174 3.689
H -4.149 -0.903 3.214
H -4.957 -1.158 0.985
H -5.738 -3.398 0.448
H -4.187 -5.065 -0.526
H -1.827 -4.485 -0.963
H -0.327 -3.190 -2.821
H 1.411 -4.915 -3.288
H 2.868 -5.719 -1.463
H 2.598 -4.842 0.826
H 0.844 -3.114 1.294
N 0.908 -0.016 5.177
C 0.624 1.015 4.124
C 0.317 0.255 2.839
O 0.133 1.022 1.823
O 0.264 -0.966 2.847
H 0.285 0.051 5.982
H 1.871 0.035 5.516
H 0.768 -0.935 4.715
H 1.504 1.637 3.979
H -0.217 1.636 4.425
```

Gap between HOMO and LUMO (spin up / spin down)   7.299 / 6.479 eV
LUMO level (spin up / spin down)   -8.65 / -9.80 eV
Charge   +3
2S+1   2
Relative energy (zero: lowest compared OMol25 entry of this formula, charge and spin)   12.65 kJ/mol
Calculated total energy   -3054.53620 hartree